Entry 1:
C22H17Cl3N7O2STc | ωB97M-V/def2-TZVPD

Geometry (Å):
Tc1 0.414 -0.004 -0.740
N1 2.652 0.511 3.174
C1 1.836 0.340 2.177
S1 2.267 0.828 0.618
N2 0.446 -1.637 1.794
N3 0.209 -1.688 0.459
C2 -0.230 -2.760 -0.095
C3 -0.684 -2.645 -1.479
C4 -1.124 -3.724 -2.211
C5 -1.626 -3.505 -3.491
C6 -1.669 -2.213 -3.983
C7 -1.197 -1.176 -3.194
N4 -0.716 -1.378 -1.963
H1 3.567 0.925 3.027
H2 2.413 0.250 4.129
H3 -0.354 -3.683 0.465
H4 -1.082 -4.719 -1.787
H5 -1.982 -4.334 -4.089
H6 -2.066 -1.999 -4.966
H7 -1.218 -0.155 -3.549
O1 -0.826 0.052 7.208
C8 0.093 -0.167 6.275
O2 1.224 -0.442 6.549
C9 -0.239 0.114 4.820
C10 -1.055 1.215 4.374
C11 -1.242 1.451 3.035
C12 -0.623 0.673 2.048
C13 0.449 -0.338 2.466
C14 0.388 -0.659 3.929
N5 -0.770 0.914 0.706
C15 -1.571 1.848 0.212
C16 -1.332 2.294 -1.140
C17 -2.046 3.328 -1.716
C18 -1.679 3.783 -2.976
C19 -0.610 3.185 -3.621
C20 0.050 2.134 -3.001
N6 -0.296 1.688 -1.788
H8 -1.717 0.223 6.871
H9 -1.519 1.878 5.095
H10 -1.872 2.283 2.754
H11 0.065 -2.402 2.336
H12 0.999 -1.488 4.274
H13 -2.331 2.331 0.812
H14 -2.869 3.779 -1.176
H15 -2.216 4.599 -3.441
H16 -0.283 3.520 -4.596
H17 0.880 1.638 -3.487
Cl1 3.956 -2.571 -4.046
C21 3.837 -0.847 -3.794
Cl2 3.395 -0.002 -5.271
Cl3 5.290 -0.184 -3.082
C22 2.736 -0.622 -2.830
N7 1.879 -0.442 -2.094

## Properties
LUMO energy (alpha / beta), hartree: -0.364 / -0.397
Spin multiplicity: 4
Energy above the lowest of the compared OMol25 structures with the same formula, charge and spin, kcal/mol: 9.7
Net charge: +3
E_HOMO (alpha / beta), eV: -16.59 / -17.85
Frontier orbital gap (alpha / beta), eV: 6.68 / 7.05
⟨S²⟩: 3.87

Here are the Löwdin charges for atoms 1 to 6, given in e: Tc 1.27; N 0.21; C -0.61; S 0.79; N 0.05; N -0.12

***

Entry 2:
C22H17Cl5N2OPt | ωB97M-V/def2-TZVPD

Geometry (Å):
Pt1 0.055 -0.278 -0.301
C1 -1.586 -1.327 4.479
C2 -1.496 -1.446 3.085
N1 -0.464 -1.044 2.383
C3 0.573 -0.479 3.022
C4 0.611 -0.369 4.428
C5 -0.515 -0.796 5.149
C6 1.778 0.129 5.096
C7 2.870 0.475 4.386
C8 2.866 0.406 2.952
C9 4.005 0.767 2.222
C10 3.967 0.714 0.851
C11 2.772 0.354 0.239
N2 1.668 0.017 0.909
C12 1.711 -0.014 2.260
H1 -2.469 -1.667 5.002
H2 -2.308 -1.897 2.523
H3 -0.514 -0.708 6.229
H4 1.768 0.193 6.177
H5 3.772 0.823 4.873
H6 4.895 1.079 2.753
H7 4.818 0.975 0.239
H8 2.681 0.360 -0.837
Cl1 -2.831 -4.663 -5.255
C13 -2.450 -3.405 -4.141
C14 -1.179 -3.308 -3.590
Cl2 0.033 -4.452 -4.036
C15 -0.879 -2.295 -2.686
Cl3 0.745 -2.191 -2.043
C16 -1.830 -1.333 -2.285
O1 -1.605 -0.374 -1.446
C17 -3.111 -1.455 -2.874
Cl4 -4.289 -0.288 -2.414
C18 -3.416 -2.461 -3.774
Cl5 -4.995 -2.562 -4.447
C19 -0.771 2.615 -1.870
C20 -0.319 2.743 -0.419
C21 1.137 3.187 -0.348
C22 -0.612 1.503 0.426
H9 -0.710 3.581 -2.376
H10 -1.795 2.248 -1.933
H11 -0.136 1.903 -2.406
H12 -0.921 3.540 0.040
H13 1.785 2.453 -0.829
H14 1.470 3.313 0.686
H15 1.281 4.135 -0.870
H16 -1.692 1.365 0.515
H17 -0.209 1.653 1.435

## Properties
LUMO energy, hartree: -0.028
Spin multiplicity: 1
Energy above the lowest of the compared OMol25 structures with the same formula, charge and spin, kcal/mol: 23.9
Net charge: 0
E_HOMO, eV: -7.52
Frontier orbital gap, eV: 6.76

Here are the Löwdin charges for atoms 1 to 6, given in e: Pt 0.91; C -0.04; C -0.11; N 0.10; C -0.16; C -0.14

***

Entry 3:
C22H17ClFN5O5S3 | ωB97M-V/def2-TZVPD

Geometry (Å):
C1 -1.624 -4.013 0.966
O1 -2.960 -3.680 0.625
C2 -3.334 -2.425 0.851
C3 -4.603 -2.022 0.424
C4 -4.901 -0.680 0.604
N1 -6.023 -0.084 0.089
S1 -5.871 1.489 -0.560
O2 -6.783 1.485 -1.665
O3 -6.044 2.474 0.457
C5 -4.168 1.466 -1.097
C6 -3.276 2.379 -0.565
C7 -1.923 2.175 -0.730
C8 -1.461 1.035 -1.396
N2 -0.090 0.818 -1.386
C9 0.598 -0.330 -1.495
S2 0.027 -1.832 -1.854
N3 1.964 -0.240 -1.256
C10 2.673 0.838 -0.809
O4 2.183 1.944 -0.624
C11 4.094 0.612 -0.546
S3 4.935 2.031 0.025
C12 6.417 1.144 0.146
C13 7.646 1.633 0.570
C14 8.702 0.749 0.592
F1 9.905 1.188 0.997
C15 8.580 -0.590 0.212
C16 7.362 -1.066 -0.206
C17 6.262 -0.202 -0.243
C18 4.920 -0.478 -0.635
Cl1 4.463 -2.052 -1.155
C19 -2.373 0.184 -2.021
C20 -3.728 0.406 -1.866
N4 -4.072 0.141 1.248
C21 -2.919 -0.357 1.660
O5 -2.063 0.418 2.313
C22 -2.504 1.704 2.731
N5 -2.489 -1.594 1.448
H1 -0.925 -3.460 0.336
H2 -1.530 -5.082 0.786
H3 -1.423 -3.776 2.011
H4 -5.267 -2.712 -0.064
H5 -6.637 -0.674 -0.452
H6 -3.662 3.208 0.006
H7 -1.209 2.863 -0.302
H8 0.482 1.605 -1.051
H9 2.453 -1.126 -1.364
H10 7.775 2.660 0.870
H11 9.449 -1.227 0.255
H12 7.246 -2.096 -0.503
H13 -2.027 -0.661 -2.592
H14 -4.446 -0.260 -2.318
H15 -2.637 1.688 3.815
H16 -1.720 2.416 2.473
H17 -3.442 1.966 2.245

## Properties
SMILES string: COc1cc(NS(=O)(=O)c2ccc(NC(=S)NC(=O)c3sc4cc(F)ccc4c3Cl)cc2)nc(OC)n1
LUMO energy, hartree: -0.038
Spin multiplicity: 1
Energy above the lowest of the compared OMol25 structures with the same formula, charge and spin, kcal/mol: 0.0
Net charge: 0
E_HOMO, eV: -8.71
Frontier orbital gap, eV: 7.69

Here are the Löwdin charges for atoms 1 to 6, given in e: C -0.07; O -0.04; C -0.34; C 0.07; C -0.38; N -0.01